1.
Entry from the OMol25 dataset: a single C16H15F3N4O3 molecule (ωB97M-V with the def2-TZVPD basis set).

## Properties
energy relative to the best compared isomer or geometry (same formula, charge and spin) = 43.56 kcal/mol
structure (SMILES) = C[C@@H](c1ccc(C(F)(F)F)cc1)N1N=C(CCO)[C@H]2C(=O)N=C(O)N=C21
E_HOMO = -0.333 Eh
Kohn-Sham gap = 8.8 eV

XYZ file:
```
41
Properties=species:S:1:pos:R:3:forces:R:3:nbo_charge:R:1
O -1.345725 -2.709329 2.615693 -0.03 1.14 -1.46 -0.663
C 1.593555 -0.841658 -1.181352 -0.46 2.35 -1.90 -0.066
H 1.268201 0.442563 -3.106771 0.26 -2.43 1.68 0.229
H -1.224203 4.135995 2.317005 -0.64 1.09 2.27 0.225
C 0.572362 -2.914364 -2.785937 -0.69 -2.58 0.88 -0.137
C -0.679665 1.312555 2.136624 1.89 0.13 -1.49 -0.500
C -0.288525 2.534722 1.328974 -0.07 1.14 -2.33 0.277
N -2.051277 -0.643590 2.859079 0.06 1.42 -0.71 -0.586
F -1.373555 -3.787979 -3.994281 0.69 -0.50 1.30 -0.344
H 0.646108 -1.408264 -4.466179 0.05 -0.95 0.88 0.242
H 2.530664 0.969632 -0.860165 -0.26 0.76 -0.14 0.231
C 0.080239 0.292487 1.385914 1.86 1.27 -0.96 0.514
H 0.781104 -4.038639 -0.832983 -0.28 0.69 -1.11 0.232
H -2.329199 -2.795882 2.787111 1.64 0.30 0.02 0.507
H -3.849020 4.844182 0.298592 0.46 -0.04 0.01 0.473
C 0.876047 -3.080778 -1.398682 -0.26 -1.58 -1.26 -0.141
C 3.084620 -0.004350 0.905284 -1.88 -0.76 -0.62 -0.599
C -2.202592 3.755314 0.447998 -0.70 0.33 -1.04 -0.060
H -1.965844 3.313619 -0.609220 -0.07 0.84 1.89 0.164
H -2.944721 3.148971 0.931882 0.24 -1.16 0.24 0.196
H -0.225060 4.619203 0.828671 -1.06 -0.65 1.15 0.240
H 1.765195 -2.319088 0.345147 -0.40 0.43 -0.75 0.234
C 0.846398 -1.717042 -3.415070 -0.12 2.59 1.06 -0.206
H 3.137210 0.842029 1.566697 0.01 0.64 -0.09 0.219
N -0.012464 -0.966936 1.543719 -1.87 -2.55 0.87 -0.578
N 0.919721 0.956742 0.475663 -1.32 -3.06 0.73 -0.237
C 2.033671 0.244768 -0.234342 0.64 2.10 0.94 -0.052
C -1.978731 0.687449 2.493220 -1.50 0.90 1.07 0.667
F 0.501463 -4.454488 -4.649280 2.00 0.30 -2.90 -0.310
C -0.955340 3.913697 1.354034 1.62 -1.57 -4.15 -0.454
F -0.093291 -5.332196 -2.923060 -0.99 0.84 1.25 -0.323
N 0.630962 2.284304 0.408291 -1.42 0.70 2.20 -0.211
O -2.965431 1.350210 2.570598 -1.36 1.30 -0.10 -0.531
C -0.101707 -4.144381 -3.562919 -0.49 1.53 0.99 0.981
C 1.436915 -2.066210 -0.680412 0.39 -2.53 1.76 -0.191
O -2.896050 5.007191 0.337420 0.38 0.39 -0.29 -0.733
C 1.249951 -0.622240 -2.560410 0.23 0.84 -1.02 -0.178
H 2.770448 -0.827461 1.533844 0.17 -0.41 0.03 0.216
H 4.017807 -0.170304 0.456113 1.42 -0.49 -0.37 0.218
H -0.095741 1.550767 3.022086 0.04 -0.53 0.84 0.302
C -1.164503 -1.361221 2.311400 1.82 -2.22 0.63 0.731
```
Positions in Å, forces in eV/Å.

***

2.
Entry from the OMol25 dataset: a molecular structure, C16H15F6N7O9S3V (ωB97M-V with the def2-TZVPD basis set).

## Properties
energy relative to the best compared isomer or geometry (same formula, charge and spin) = 0.00 kcal/mol
<S²> = 2.01
E_HOMO (alpha / beta) = -0.238 / -0.241 Eh
2S+1 = 3
total charge = -1
Kohn-Sham gap (alpha / beta) = 8.6 / 8.8 eV

XYZ file:
```
57
Properties=species:S:1:pos:R:3:forces:R:3:nbo_charge:R:1
C 0.854618 3.796408 -0.247073 -0.01 0.01 0.00 0.116
N 6.814021 0.441012 -1.099590 0.00 0.00 0.00 -0.798
N 0.678918 0.549866 1.165808 -0.02 0.15 0.21 -0.988
S -1.620935 -0.164639 -2.179147 0.05 0.12 -0.09 2.265
H -2.962253 -3.555750 1.160026 0.08 -0.04 -0.04 0.207
O -2.536234 -3.150842 3.491977 0.00 0.02 -0.01 -0.624
O -3.268558 0.194961 0.843153 0.46 0.06 -0.06 -0.785
H 1.592093 4.537198 -0.539443 0.01 0.00 0.00 0.192
O -3.907227 -1.965751 0.407206 -0.03 0.00 0.09 -0.537
C -0.104043 0.035299 -3.211655 0.00 0.01 0.09 0.713
C -4.126570 -2.993262 -3.463177 -0.02 0.03 0.07 0.764
C -2.659552 -2.597925 0.742255 -0.08 0.02 0.05 0.082
N 1.335352 2.700347 0.328243 -0.01 -0.01 0.02 -0.477
C -4.118368 -0.621852 0.276315 -0.14 0.00 -0.02 0.982
O 1.707218 -1.059685 2.677374 -0.01 0.00 -0.04 -0.952
C 0.419869 1.804336 0.689629 0.01 0.12 -0.02 0.590
C -1.352242 -1.123438 3.917074 -0.02 -0.01 0.02 -0.323
H 4.478606 -0.590053 -1.818269 0.00 0.00 0.00 0.211
F 0.585428 -1.101300 -3.305448 0.02 -0.03 0.03 -0.314
C 5.638275 0.992423 0.946261 0.01 -0.01 -0.01 -0.281
C 4.484546 -0.160832 -0.823235 0.00 0.00 0.00 -0.259
H 6.664004 0.365559 -2.092889 0.00 0.00 0.00 0.376
C -1.372885 3.043600 -0.063427 0.03 0.01 0.07 0.149
H -2.095828 -2.735194 -0.180464 -0.02 0.03 -0.01 0.190
H 2.431744 -0.641580 -0.442324 0.00 0.00 0.00 0.242
F -0.418595 0.444619 -4.435257 -0.04 0.00 -0.05 -0.307
H -0.835179 4.899169 -1.017898 0.00 0.00 0.00 0.227
C 5.647309 0.437599 -0.333631 -0.01 0.01 0.02 0.178
C 4.489631 0.957615 1.717201 -0.01 0.03 0.01 -0.162
C 3.339640 -0.198007 -0.052553 0.00 -0.02 -0.02 -0.170
N -1.869684 -1.863852 1.693224 0.15 0.18 -0.15 -0.711
C -0.493528 4.015915 -0.500761 0.00 0.02 -0.01 -0.350
S 1.882839 0.287885 2.197714 0.06 -0.02 -0.01 2.328
F -5.215865 -3.231348 -4.212706 -0.03 0.01 -0.03 -0.332
C -2.000765 -2.166333 3.013995 0.01 -0.07 0.08 0.674
F -3.159498 -3.808999 -3.880874 0.01 -0.01 -0.03 -0.317
H -2.444759 3.093665 -0.207471 0.00 0.00 -0.01 0.232
H 7.465415 1.174709 -0.871880 0.00 0.00 0.00 0.373
O -5.121335 -0.274528 -0.299518 0.03 0.01 0.06 -0.643
H -2.304300 0.675465 3.532917 -0.02 -0.02 -0.02 0.392
O -0.978178 -0.488995 -0.898376 -0.10 -0.16 0.26 -0.963
H -1.836146 -1.160180 4.891902 0.01 0.01 0.00 0.208
O 1.952586 1.336970 3.191238 0.02 -0.01 -0.03 -0.975
H -0.299397 -1.382575 4.029724 0.00 0.00 -0.01 0.254
N -0.913299 1.978831 0.578304 -0.01 -0.06 -0.20 -0.554
N -1.429793 0.219908 3.294840 0.05 -0.05 -0.14 -0.820
F -4.420572 -3.285373 -2.200033 0.02 0.02 -0.03 -0.309
C 3.344969 0.361403 1.217653 -0.04 -0.03 0.04 -0.297
H -0.667230 0.807635 3.620542 -0.01 0.02 0.00 0.404
V -1.374338 -0.070512 1.145662 -0.45 -0.31 -0.11 1.471
O -2.270417 1.113836 -2.263773 0.00 0.00 0.02 -0.931
O -3.311260 -1.110424 -5.100622 0.01 0.00 -0.02 -0.957
S -3.678408 -1.189310 -3.681730 -0.10 -0.04 -0.05 1.397
N -2.337878 -1.401497 -2.731826 0.09 -0.03 0.09 -1.192
F 0.692797 0.958487 -2.649038 0.01 0.03 -0.01 -0.326
H 6.536033 1.459961 1.333950 0.00 0.00 0.00 0.204
H 4.469193 1.409341 2.699911 -0.01 0.00 0.00 0.235
```
Positions in Å, forces in eV/Å.

***

3.
Entry from the OMol25 dataset: a single C16H15N3O4S molecule (ωB97M-V with the def2-TZVPD basis set).

## Properties
energy relative to the best compared isomer or geometry (same formula, charge and spin) = 45.34 kcal/mol
structure (SMILES) = CC(=O)c1c(C)[nH]c(C(=O)CSc2nnc(-c3ccco3)o2)c1C
E_HOMO = -0.299 Eh
Kohn-Sham gap = 8.2 eV

XYZ file:
```
39
Properties=species:S:1:pos:R:3:forces:R:3:nbo_charge:R:1
H -2.126385 -0.904716 -2.810477 -0.06 -0.10 -0.03 0.222
H 0.935249 2.297088 -0.874709 0.01 -0.06 -0.04 0.438
H 3.521796 0.932562 -0.433541 0.07 -0.02 0.06 0.235
C 1.812555 0.533471 -1.621825 0.00 -0.23 -0.22 0.284
H -2.788748 -0.206132 -0.819311 0.01 0.06 -0.14 0.239
H 2.340237 -3.106043 -4.203943 0.02 0.00 0.02 0.243
H 0.856009 -3.404153 -3.312057 -0.11 -0.05 0.00 0.236
H 2.959611 -1.858668 0.226136 -0.03 -0.01 -0.21 0.236
H -1.560094 -2.017225 -1.553768 -0.09 -0.09 0.01 0.226
H 1.756350 -0.704367 4.199796 -0.05 0.07 0.25 0.242
C 2.478426 -1.511385 1.120731 0.78 -0.27 0.53 0.103
H 0.939552 -2.033866 -4.442880 -0.12 0.00 -0.04 0.223
O -1.224077 0.219504 1.282160 0.11 -0.11 0.34 -0.431
N -2.174129 0.986721 3.115485 -1.40 0.59 -0.87 -0.299
H 3.869282 0.163530 -1.978559 0.02 0.07 0.03 0.259
N 0.836353 1.373285 -1.271203 0.01 0.02 0.09 -0.466
C -0.192917 -0.456075 -2.032539 -0.16 0.53 0.14 0.042
S -3.597379 1.348442 0.824227 -0.30 0.00 -0.49 0.343
C 1.495359 -2.622119 -3.718353 0.28 -0.09 -0.01 -0.715
O 3.104852 -1.995442 -2.096316 0.17 -0.14 0.00 -0.579
H 3.425074 1.885052 -1.916802 0.03 0.07 0.00 0.223
H -0.905675 -2.114049 -3.179601 -0.06 -0.04 -0.06 0.227
C -2.294016 0.843135 1.831936 0.18 -0.06 0.56 0.276
C 0.846569 -0.607405 2.220915 0.91 -0.29 0.71 0.172
C -0.430426 0.012237 2.371030 -0.73 0.40 0.40 0.413
C -2.865265 0.875898 -0.789312 -0.16 0.17 0.66 -0.618
C 3.242201 0.900708 -1.486927 0.12 0.05 -0.01 -0.666
C 1.816987 -0.896891 3.149636 -0.82 0.29 -0.49 -0.234
C -1.523554 1.568925 -0.969703 -0.08 0.12 -0.13 0.543
O 1.254300 -0.984029 0.986643 -0.56 0.21 -0.11 -0.386
O -1.371629 2.730302 -0.635978 -0.02 -0.14 -0.08 -0.566
C -0.400035 0.797000 -1.461330 0.31 -0.29 -0.41 -0.041
C 1.212746 -0.627105 -2.132187 0.21 0.46 0.31 -0.274
C 2.874941 -1.484660 2.426468 -0.03 -0.08 -0.61 -0.320
C -1.255641 -1.426537 -2.419493 -0.05 -0.02 0.06 -0.647
H 3.804179 -1.839550 2.821499 0.21 -0.10 0.01 0.234
C 2.017918 -1.765066 -2.591539 -0.25 -0.01 -0.18 0.590
N -0.987147 0.457993 3.457233 1.64 -0.83 -0.02 -0.267
H -3.577694 1.230478 -1.534154 0.00 -0.04 -0.03 0.261
```
Positions in Å, forces in eV/Å.

***

4.
Entry from the OMol25 dataset: a molecular structure, C16H15N5O3S3TeW (ωB97M-V with the def2-TZVPD basis set).

## Properties
energy relative to the best compared isomer or geometry (same formula, charge and spin) = 36.63 kcal/mol
<S²> = 2.01
E_HOMO (alpha / beta) = -0.291 / -0.296 Eh
2S+1 = 3
Kohn-Sham gap (alpha / beta) = 6.9 / 5.9 eV

XYZ file:
```
44
Properties=species:S:1:pos:R:3:forces:R:3:nbo_charge:R:1
N -1.248695 -2.110817 1.061295 -0.50 0.32 0.22 -0.553
N -0.481865 -3.885135 2.425889 -0.05 -0.06 0.02 -0.433
H -0.225581 2.929134 1.476511 -0.01 -0.01 -0.01 0.207
C -1.643476 -4.479623 2.175310 -0.18 0.04 -0.10 0.126
O -0.589074 -0.729422 3.689260 -0.38 0.02 0.50 -0.940
N -4.441775 4.040888 2.749734 -0.06 0.05 0.13 -0.794
H -2.948064 0.921403 -1.000647 0.03 0.00 0.00 0.197
H -3.102370 -0.222416 1.931479 0.00 0.02 -0.02 0.197
S 4.080221 0.369397 1.382307 -0.04 0.17 -0.03 0.519
C -2.824411 0.826479 1.938518 0.03 0.08 -0.03 -0.203
H -4.076734 4.898897 3.134752 -0.01 -0.01 -0.04 0.376
N -0.205384 -1.278664 -3.341865 -0.04 0.00 -0.02 -0.387
C -2.427487 -2.694018 0.825066 0.59 -0.10 0.05 0.122
C 4.624692 1.525502 -0.834766 -0.37 0.04 0.08 -0.235
C -1.934213 0.985500 -1.403522 0.01 0.11 0.01 -0.246
H -1.793607 -5.448045 2.637022 0.03 -0.03 0.03 0.207
W -0.134911 -0.224691 0.840889 0.60 0.02 -0.87 1.641
H 6.817877 1.349555 -0.738175 0.02 0.01 0.00 0.230
C -1.524647 1.211188 1.593120 0.13 -0.18 0.10 -0.337
H -4.777141 1.408489 2.600332 -0.02 0.01 0.01 0.205
C 3.550851 1.177534 -0.041185 0.25 -0.05 -0.07 -0.580
O 1.158708 0.354767 2.364976 -0.41 0.11 -0.43 -0.959
H -1.929540 0.741868 -2.465382 0.00 0.01 0.01 0.216
C -2.653878 -3.934603 1.377426 0.02 -0.12 0.07 -0.320
C -2.175512 3.504231 2.078400 -0.03 0.03 0.02 -0.261
C 5.717108 0.536064 0.932816 -0.03 -0.06 -0.11 -0.405
C -3.469599 3.104179 2.404887 0.04 -0.10 -0.04 0.169
C -1.228342 2.573621 1.686740 0.03 -0.09 0.06 -0.214
H 4.517282 2.024604 -1.786998 -0.03 0.01 -0.01 0.230
C 5.862370 1.159138 -0.274130 0.16 -0.05 0.19 -0.265
H -1.907035 4.552553 2.141406 -0.01 0.02 0.00 0.206
C 0.437233 -1.364530 -2.385621 -0.01 0.01 -0.19 0.060
Te 1.613610 1.573502 -0.617059 -0.18 -0.05 0.05 0.623
H -3.577438 -4.467557 1.211972 -0.01 0.01 0.01 0.238
C -0.328662 -2.707820 1.850423 -0.27 0.06 -0.26 0.585
S 1.382650 -1.498558 -1.008746 0.11 -0.06 0.26 -0.076
O -1.113894 0.053890 -0.735863 0.13 -0.32 0.51 -0.711
H -5.186654 3.673817 3.322371 0.00 0.02 -0.04 0.375
H -1.571949 2.004138 -1.240102 -0.01 -0.03 -0.04 0.181
H -3.134828 -2.161213 0.205098 -0.02 0.02 -0.03 0.228
N 0.757477 -1.876802 1.931936 -0.08 0.65 0.08 -0.895
S 0.824605 -0.841397 3.341515 0.53 -0.48 -0.07 1.697
H 6.498834 0.161216 1.573316 -0.01 -0.04 0.02 0.242
C -3.781455 1.745001 2.334624 0.04 0.01 -0.01 -0.260
```
Positions in Å, forces in eV/Å.

***

Question: Which value of energy relative to the best compared isomer or geometry (same formula, charge and spin) does entry 3 give?
Answer: 45.34 kcal/mol

***

Question: Which of these has the lowest energy relative to the best compared isomer or geometry (same formula, charge and spin)?
Answer: C16H15F6N7O9S3V

***

Question: The lowest energy relative to the best compared isomer or geometry (same formula, charge and spin) belongs to which entry?
Answer: C16H15F6N7O9S3V

***

Question: Look up the energy relative to the best compared isomer or geometry (same formula, charge and spin) of the fourth one.
Answer: 36.63 kcal/mol